Formula: C27H21ClN4O6Se2Sm
Source: the OMol25 dataset
Level of theory: the ωB97M-V functional and the def2-TZVPD basis

```
! RIJCOSX wB97M-V def2-TZVPD def2/J DEFGRID3
* xyz 1 6
Sm 1.55665 -0.38855 -0.37497
C 1.90930 -0.76587 -3.90622
O 0.97042 -0.63256 -2.82336
C -0.38167 -0.64354 -3.14887
C -0.80264 -0.78756 -4.46348
C -2.15577 -0.72460 -4.76718
C -3.08043 -0.51686 -3.75902
C -2.65237 -0.39352 -2.44810
C -1.30648 -0.45847 -2.11857
N -0.84423 -0.36722 -0.74454
N -1.80466 -0.27264 0.07434
C -1.70145 -0.36284 1.43062
C -0.51058 -0.58684 2.15480
O 0.64368 -0.42500 1.60547
C -0.60206 -1.00142 3.51744
C -1.80293 -1.05189 4.13804
C -3.02188 -0.69932 3.47943
C -4.24374 -0.70630 4.18163
C -5.40816 -0.36315 3.55049
C -5.37086 -0.00654 2.19175
C -4.19316 -0.00096 1.48867
C -2.98300 -0.34989 2.11972
H 1.81249 -1.74722 -4.36679
H 2.89438 -0.66316 -3.46787
H 1.73831 0.02108 -4.64121
H -0.08943 -0.95799 -5.25343
H -2.47260 -0.84329 -5.79421
H -4.13630 -0.46520 -3.98530
H -3.37186 -0.26091 -1.65468
H 0.31842 -1.24277 4.03216
H -1.85783 -1.35761 5.17681
H -4.24600 -0.98530 5.22820
H -6.34675 -0.36342 4.08700
H -6.28802 0.27151 1.68843
H -4.19140 0.28437 0.44742
O 2.73043 -3.43360 -2.37007
Cl 2.91443 -2.82732 -1.11088
O 3.79860 -3.51917 -0.25999
O 3.36656 -1.40104 -1.28866
O 1.57428 -2.62823 -0.41691
Se 3.67608 1.69772 0.23432
Se 1.70709 2.61490 1.21533
C 0.80367 2.96581 -0.45255
C 0.08303 4.14523 -0.54010
C -0.53327 4.42956 -1.74946
C -0.36362 3.56035 -2.81428
C 0.37654 2.40688 -2.61888
N 0.92408 2.08689 -1.44179
C 4.02565 0.41603 1.64407
C 4.84979 0.76998 2.69828
C 5.07196 -0.18351 3.68292
C 4.46729 -1.42294 3.56951
C 3.65876 -1.67759 2.47224
N 3.44863 -0.77411 1.51845
H 0.02856 4.82412 0.29882
H -1.10969 5.33803 -1.86371
H -0.79318 3.75807 -3.78560
H 0.52411 1.70227 -3.42391
H 5.30027 1.75083 2.74501
H 5.70892 0.04222 4.52769
H 4.61473 -2.19177 4.31441
H 3.16895 -2.63412 2.34113
*
```

Output
Kohn-Sham gap (spin up / spin down)	6.4 / 6.4	eV
electronic energy	-7632.6203	a.u.
energy above the lowest of the compared OMol25 structures with the same formula, charge and spin	0.0000	eV
HOMO energy (spin up / spin down)	-10.147 / -10.154	eV
strongest force on any atom	2.5	eV Å⁻¹

These are the Mulliken partial charges, in e, on atoms 1 to 5: number 1, Sm, carries 0.8355; number 2, C, carries -1.3778; number 3, O, carries 0.3418; number 4, C, carries 0.2890; number 5, C, carries -0.6589

Formula: C27H21F3NO5S3
Source: the OMol25 dataset
Level of theory: the ωB97M-V functional and the def2-TZVPD basis

```
! RIJCOSX wB97M-V def2-TZVPD def2/J DEFGRID3
* xyz -1 1
C -4.99530 -0.65713 2.62091
C -4.31818 0.57319 2.62090
C -2.93906 0.61319 2.47740
C -2.18381 -0.57159 2.19725
C -0.80853 -0.53369 1.84833
C 0.10100 0.29779 2.58736
C 1.54829 -0.19053 2.74475
C 2.57742 0.76076 2.77178
C 3.91681 0.37204 2.73541
C 4.24845 -0.99202 2.71405
C 3.22881 -1.94626 2.83563
C 1.88142 -1.53533 2.86330
O -0.19517 1.38972 3.08765
C -2.89450 -1.80786 2.25717
C -4.26593 -1.84992 2.49180
H -6.08410 -0.68578 2.71957
H -4.87592 1.50791 2.71935
H -2.39937 1.55391 2.54250
H -0.41628 -1.40116 1.32943
H 2.32425 1.81902 2.76580
H 4.69774 1.13780 2.67168
H 5.29671 -1.29823 2.63707
H 3.47863 -3.01131 2.86751
H 1.08258 -2.27595 2.92689
H -2.32875 -2.73070 2.09123
H -4.77774 -2.81861 2.54168
F 1.07432 0.43651 -5.12194
C 0.42822 0.08578 -3.96935
F -0.67913 -0.62787 -4.29573
F 1.24701 -0.70597 -3.22751
S 0.03256 1.65304 -3.17320
N -0.34338 1.38349 -1.53968
S -2.11933 1.59282 -1.24397
C -2.48201 -0.11760 -1.56796
C -3.62005 -0.49235 -2.28784
C -3.89386 -1.85610 -2.41298
C -3.08555 -2.80632 -1.77656
C -1.91877 -2.41100 -1.11016
C -1.58839 -1.05915 -1.07160
O -2.16589 1.89924 0.15920
O -2.70004 2.45398 -2.23410
S 0.91672 2.05662 -0.50004
C 2.42906 1.78674 -1.37781
C 3.17895 0.62524 -1.14020
C 4.42539 0.48296 -1.74584
C 4.92457 1.50251 -2.56930
C 4.16507 2.65857 -2.79797
C 2.92103 2.80467 -2.19977
O 0.67004 3.45541 -0.30509
O 0.95050 1.09159 0.56607
H -4.23314 0.28331 -2.74232
H -4.74979 -2.17214 -3.00820
H -3.34021 -3.86517 -1.82206
H -1.25946 -3.13692 -0.63150
H -0.65152 -0.69327 -0.64585
H 2.78768 -0.15058 -0.48104
H 5.01010 -0.42504 -1.56706
H 5.90424 1.39061 -3.04214
H 4.54610 3.45981 -3.43230
H 2.31952 3.69730 -2.35059
*
```

Output
Kohn-Sham gap	4.6	eV
electronic energy	-2966.5385	a.u.
energy above the lowest of the compared OMol25 structures with the same formula, charge and spin	0.0000	eV
HOMO energy	-2.554	eV
strongest force on any atom	2.4	eV Å⁻¹

These are the Mulliken partial charges, in e, on atoms 1 to 5: number 1, C, carries -0.4385; number 2, C, carries -0.6961; number 3, C, carries -0.4110; number 4, C, carries 0.2519; number 5, C, carries -0.9955

Formula: C27H21N5NiO3S3Sb
Source: the OMol25 dataset
Level of theory: the ωB97M-V functional and the def2-TZVPD basis

```
! RIJCOSX wB97M-V def2-TZVPD def2/J DEFGRID3
* xyz -2 2
Ni 0.41232 0.12656 -2.53103
O 0.55075 4.28263 -2.78844
C 0.29452 3.05488 -2.77664
N 1.10331 2.03400 -2.88291
C 2.50923 2.29345 -2.95293
C 3.28360 1.00447 -2.79164
C 4.67037 1.01551 -2.65955
C 5.34390 -0.17754 -2.48190
C 4.61614 -1.36054 -2.45571
C 3.24433 -1.28443 -2.61845
N 2.59610 -0.13543 -2.78413
C -1.14195 2.60547 -2.60649
C -2.14964 3.53797 -2.38958
C -3.44709 3.09469 -2.20602
C -3.70279 1.73014 -2.25872
C -2.64209 0.86796 -2.48512
N -1.39032 1.28691 -2.65093
H 2.83605 3.00481 -2.18051
H 2.79296 2.74709 -3.91875
H 5.19859 1.96076 -2.67386
H 6.42037 -0.18808 -2.35811
H 5.09423 -2.31847 -2.30422
H 2.62210 -2.17505 -2.61865
H -1.87373 4.58230 -2.35976
H -4.24894 3.80054 -2.02016
H -4.70000 1.33470 -2.11880
H -2.78180 -0.20456 -2.53798
S -2.66534 -4.74970 0.01943
Sb -2.33012 -2.99125 -1.38353
S -0.27485 -1.74977 -3.72405
S -0.19649 -3.33492 -2.34904
O 2.49313 0.91458 0.15264
C 1.42528 0.42958 0.45542
N 0.96718 0.36789 1.76636
C -0.21201 -0.45058 1.85743
C -0.46708 -0.66943 0.34525
O -1.48487 -1.29293 -0.01363
N 0.47756 -0.13425 -0.39183
C 0.08718 -1.76160 2.57092
C 0.45164 -2.90123 1.86661
C 0.77668 -4.06908 2.54236
C 0.76435 -4.10236 3.92659
C 0.41532 -2.96184 4.63922
C 0.06906 -1.80376 3.96360
C -1.41442 0.26037 2.44969
C -2.58691 -0.45834 2.67640
C -3.70965 0.17747 3.17603
C -3.67906 1.53942 3.45481
C -2.52019 2.25937 3.21378
C -1.39400 1.62265 2.70870
H 1.62063 0.46681 2.52505
H 0.46887 -2.89652 0.78445
H 1.00343 -4.95691 1.96771
H 1.00969 -5.01741 4.45163
H 0.39948 -2.97858 5.72232
H -0.22748 -0.92116 4.51877
H -2.61537 -1.51368 2.43698
H -4.61706 -0.39006 3.33901
H -4.55866 2.03662 3.84523
H -2.49071 3.32493 3.40587
H -0.49568 2.18494 2.49078
*
```

Output
Kohn-Sham gap (spin up / spin down)	5.2 / 4.3	eV
electronic energy	-4484.3481	a.u.
energy above the lowest of the compared OMol25 structures with the same formula, charge and spin	0.0000	eV
HOMO energy (spin up / spin down)	-0.712 / 0.140	eV
strongest force on any atom	0.6	eV Å⁻¹

These are the Mulliken partial charges, in e, on atoms 1 to 5: number 1, Ni, carries -0.2797; number 2, O, carries -0.9057; number 3, C, carries 0.1245; number 4, N, carries -0.0245; number 5, C, carries -0.8245

Formula: C27H21N5NiO3S3Sb
Source: the OMol25 dataset
Level of theory: the ωB97M-V functional and the def2-TZVPD basis

```
! RIJCOSX wB97M-V def2-TZVPD def2/J DEFGRID3
* xyz -2 2
Ni 0.01940 0.23730 -0.07110
O 0.02560 4.34330 -0.17900
C -0.23030 3.12280 -0.20760
N 0.63750 2.14270 -0.36600
C 2.03650 2.46130 -0.41820
C 2.84610 1.20190 -0.26700
C 4.22640 1.24030 -0.11120
C 4.92520 0.05740 0.05770
C 4.21740 -1.13350 0.04440
C 2.85090 -1.08890 -0.15290
N 2.17800 0.04470 -0.31470
C -1.63540 2.60920 -0.06260
C -2.69100 3.46750 0.21890
C -3.96610 2.96230 0.38560
C -4.15360 1.58800 0.25340
C -3.05320 0.79520 -0.02400
N -1.82640 1.27770 -0.18280
H 2.30000 3.17260 0.38090
H 2.29540 2.94860 -1.37840
H 4.74510 2.18890 -0.10460
H 5.99810 0.06240 0.19510
H 4.71860 -2.07900 0.19130
H 2.27530 -2.00710 -0.19080
H -2.48290 4.52260 0.32330
H -4.79190 3.62210 0.62090
H -5.13320 1.14880 0.37730
H -3.15320 -0.27900 -0.11690
S -1.54660 -5.45990 1.96010
Sb -2.11340 -3.42720 0.99870
S -0.55050 -1.48580 -1.44940
S 0.01060 -3.07600 -0.36230
O 2.18610 0.83070 2.53890
C 1.08260 0.42010 2.84250
N 0.64610 0.37470 4.16000
C -0.60830 -0.32350 4.27030
C -0.93590 -0.47860 2.75060
O -1.99070 -0.95960 2.35100
N 0.08680 -0.03320 2.02880
C -0.42460 -1.64970 4.97920
C -0.20200 -2.82840 4.28140
C -0.02780 -4.02850 4.95060
C -0.01110 -4.04610 6.33390
C -0.17430 -2.86490 7.04110
C -0.40230 -1.67770 6.36980
C -1.69550 0.51980 4.87310
C -2.94900 -0.03210 5.12210
C -3.95990 0.74940 5.64960
C -3.73700 2.08720 5.93690
C -2.50250 2.64980 5.65710
C -1.49320 1.87340 5.12070
H 1.30000 0.44160 4.92390
H -0.18390 -2.82490 3.20270
H 0.06790 -4.94030 4.37660
H 0.13330 -4.97900 6.86340
H -0.14720 -2.86790 8.12350
H -0.55390 -0.75750 6.92000
H -3.13120 -1.06660 4.87680
H -4.93340 0.31520 5.83550
H -4.52680 2.69690 6.35740
H -2.32450 3.70040 5.84830
H -0.53990 2.31520 4.87240
*
```

Output
Kohn-Sham gap (spin up / spin down)	4.9 / 3.9	eV
electronic energy	-4484.3171	a.u.
energy above the lowest of the compared OMol25 structures with the same formula, charge and spin	0.8433	eV
HOMO energy (spin up / spin down)	-0.507 / 0.447	eV
strongest force on any atom	2.6	eV Å⁻¹

These are the Mulliken partial charges, in e, on atoms 1 to 5: number 1, Ni, carries -0.4193; number 2, O, carries -0.9026; number 3, C, carries 0.2084; number 4, N, carries 0.0457; number 5, C, carries -0.8452